# C5H11ClN2

The molecule C5H11ClN2 (wB97M-V/def2-TZVPD, the OMol25 dataset).

The geometry in XYZ format:
```
19
Properties=species:S:1:pos:R:3
C -1.76858 1.91944 1.01156
C -1.42930 0.46445 0.67079
C -0.18739 -1.19971 1.06421
C -0.00025 0.06530 0.14120
C 0.14189 -0.15246 -1.35241
H -2.70430 1.90106 1.58028
H -0.97013 2.34061 1.64733
H -1.95664 2.53280 0.11374
H -2.13810 0.04026 -0.05060
H -1.96255 -0.99420 2.16357
H -0.64680 -2.02273 0.49152
H 0.70562 -1.53723 1.61565
H 0.88813 1.24369 1.50724
H 1.94239 0.72816 0.40397
H -0.70246 -0.69882 -1.78767
H 0.00714 0.82468 -1.87509
N -1.18432 -0.41540 1.81437
N 0.97664 1.05508 0.55198
Cl 1.67372 -0.90695 -1.85803
```

Its net charge is 0. Its total energy is -766.7881 Ha. Its energy above the lowest of the compared OMol25 structures with the same formula, charge and spin is 0.5272 eV. As for the SMILES: C[C@@H]1NC[C@@]1(N)CCl.